# 1
A cluster of 16 separate species, C3H37O16 in total in a non-equilibrium geometry. Source: OMol25; level of theory: ωB97M-V/def2-TZVPD.

Last column: natural (NBO) charge in e.
Cartesian coordinates (Å):
C 0.029245 1.883789 1.106557  -0.6419
C -0.127594 0.435765 0.682396  0.0794
C -1.144441 -0.505459 1.274518  -0.6459
O -0.155416 0.449254 -0.721096  -1.0518
H -0.683811 2.474434 0.569048  0.1923
H 1.044280 2.240787 0.872311  0.2406
H -0.176024 1.941455 2.133705  0.1995
H 0.795865 0.039085 0.915365  0.1357
H -2.145440 -0.063925 1.284254  0.1955
H -0.794909 -0.777068 2.264318  0.2195
H -1.131894 -1.489367 0.809203  0.2078
O 0.713341 -2.170884 -0.694053  -1.0213
H 0.531377 -2.388334 -1.603841  0.5042
H 0.589540 -1.192131 -0.680836  0.5246
O 0.131915 -4.552135 0.396054  -0.9817
H 0.413209 -3.709804 0.052484  0.4713
H -0.209593 -4.315298 1.229112  0.4782
O 1.126691 -2.725436 3.432881  -0.9857
H 1.287162 -2.281665 2.590501  0.4986
H 1.375941 -3.655931 3.427385  0.4767
O -1.534985 -4.130546 2.751649  -1.0070
H -2.169784 -3.578446 2.261501  0.4962
H -0.955894 -3.575861 3.269010  0.4809
O 2.324873 0.403724 -1.839878  -0.9792
H 2.419958 0.533726 -2.757545  0.4695
H 1.411827 0.411778 -1.586208  0.4928
O -2.086065 -1.735517 -1.547893  -0.9629
H -1.530717 -1.113567 -1.082921  0.5030
H -2.993585 -1.387539 -1.542959  0.4611
O 2.471943 -1.964373 1.294356  -0.9859
H 1.736614 -2.155743 0.692819  0.5010
H 3.248654 -2.300367 0.858056  0.4928
O 3.514811 2.836098 -0.766196  -0.9823
H 3.012811 3.607428 -0.477649  0.4770
H 2.865948 2.182376 -0.931504  0.4754
O -2.159578 3.991179 -2.019396  -0.9796
H -2.977261 4.120418 -2.457443  0.4631
H -2.415896 3.129823 -1.646960  0.4933
O 2.938496 0.745656 1.857462  -0.9408
H 2.687949 -0.077416 1.440505  0.4820
H 2.142795 1.008140 2.299818  0.4501
O 1.883242 4.956141 -0.300280  -0.9765
H 1.894431 5.689496 -0.889606  0.4628
H 1.258790 4.328382 -0.714935  0.5040
O -2.910191 -3.209956 0.854869  -0.9816
H -3.610646 -3.814220 0.569820  0.4880
H -2.432625 -2.777392 0.154143  0.5151
O -0.800115 0.400627 -3.431289  -0.9770
H -0.569083 0.377464 -2.500788  0.4998
H -0.615621 1.281924 -3.741809  0.4661
O 0.531755 2.985066 -1.607767  -1.0022
H 0.401768 2.141142 -1.133191  0.5081
H -0.371600 3.304933 -1.680669  0.4855
O -2.747810 1.558385 -1.120711  -0.9759
H -1.941250 1.335071 -0.748171  0.5055
H -3.393402 0.854837 -1.118509  0.4823

Atomic forces in eV per Å
-0.156 -0.688 -0.157
0.119 0.666 -1.647
-0.127 0.415 0.720
-0.771 -0.531 -0.794
-0.526 0.617 -0.076
-0.429 -0.166 0.178
-0.113 0.569 1.726
2.151 -1.283 0.949
-0.080 -0.321 0.173
-0.405 0.346 0.715
-0.017 0.346 -0.453
0.082 0.579 0.064
-0.044 -0.304 -0.556
-0.249 0.208 -0.228
0.791 -1.075 -1.355
0.138 0.431 -0.495
-1.194 0.040 2.012
-1.055 0.111 1.214
0.693 -0.767 0.201
0.194 0.375 -0.681
0.083 -0.681 0.411
0.338 -0.051 -0.026
0.247 0.532 0.263
1.690 -0.496 1.416
-0.168 0.323 -1.542
-1.460 0.118 0.166
-1.186 -0.968 -0.179
0.521 1.033 0.137
0.680 -0.018 -0.103
-0.287 0.321 0.184
0.345 -0.127 -0.592
0.387 -0.174 -0.239
1.299 1.015 0.284
0.229 0.192 -0.030
-0.810 -1.414 -0.439
0.549 -0.301 0.616
-1.096 0.980 -1.135
0.378 -0.392 0.381
0.673 0.394 0.053
0.197 -0.633 -0.190
-0.497 0.372 0.473
-0.390 -0.313 0.889
0.148 0.896 -0.679
0.003 -0.244 -0.089
-1.380 -0.134 1.012
0.668 0.429 -0.448
0.008 -0.109 -1.289
-0.238 -0.636 -0.856
0.026 0.222 0.619
0.177 0.479 0.111
-0.072 0.179 -0.077
0.135 -0.403 -0.251
-0.220 0.382 -0.406
-3.266 1.626 -1.189
2.957 -1.749 1.071
0.332 -0.218 0.165

Calculated values
Total energy, Eh: -1340.4040
Relative energy (zero: lowest compared OMol25 entry of this formula, charge and spin), kcal/mol: 44.7
Net charge: -1

=====

# 2
A cluster of 15 separate species, C3H39N2O15 in total in a non-equilibrium geometry. Source: OMol25; level of theory: ωB97M-V/def2-TZVPD.

Last column: Mulliken spin population.
Cartesian coordinates (Å):
N -1.150984 -2.120917 -0.579918  0.0074
C 0.352283 -2.016299 -0.271283  -0.0373
C 1.075025 -2.482001 -1.479388  0.0070
O 0.537821 -3.712044 -1.902987  -0.0768
C 0.424011 -0.498841 0.057151  0.7112
N -0.608076 -0.068703 0.992307  0.7254
H -1.456991 -3.070325 -0.352995  0.0071
H -1.307509 -1.891054 -1.564643  -0.0084
H -1.783642 -1.516537 -0.036876  -0.0169
H 0.607327 -2.563180 0.644928  -0.0676
H 2.154024 -2.470800 -1.340033  0.0770
H 0.935424 -1.749251 -2.303721  0.0010
H 0.640161 -3.760837 -2.921377  -0.0020
H 1.493960 -0.394057 0.384658  -0.1365
H 0.358270 0.071283 -0.878636  -0.0897
H -0.430687 -0.584525 1.841046  0.1067
H -0.695427 0.914135 1.201412  -0.1888
H 2.972040 2.326478 -3.887209  0.0015
H 1.604544 1.644595 -3.978368  0.0028
O 2.289966 1.925396 -3.331127  0.0347
H 2.375313 3.100746 -1.024793  0.1077
H 2.771961 2.838547 0.329648  0.0122
O 2.230511 3.494888 -0.138329  -0.1689
H -2.746680 -0.074538 2.767900  0.0346
H -2.294756 -0.321805 4.239933  0.1105
O -3.055669 -0.331922 3.646422  -0.1583
H -1.469345 2.604996 3.574430  0.1204
H -2.597605 2.056496 2.828625  0.3804
O -1.635053 1.911224 2.921054  -0.9924
H 3.767594 -1.229926 2.123923  -0.0101
H 3.823187 -0.008459 2.862630  0.0134
O 3.265865 -0.402602 2.175300  -0.0066
H -0.412259 -1.863649 3.550584  0.0711
H -1.844883 -2.518423 3.928469  0.0139
O -0.952845 -2.659282 3.612505  0.0802
H -0.354075 2.481338 -0.399598  -0.0147
H 0.227869 3.561517 -1.302309  0.0003
O -0.555306 3.005835 -1.231971  0.0802
H -2.807122 -0.644371 -3.280900  0.0318
H -1.758560 0.252256 -2.506480  -0.0080
O -1.952628 -0.652995 -2.816115  -0.1407
H -2.380863 2.677816 -3.493744  -0.0400
H -1.492573 2.221924 -2.197731  0.0107
O -2.069112 1.934158 -2.973358  -0.0207
H -0.828114 -4.194057 1.804712  -0.0042
H -2.256527 -4.606313 1.560211  -0.0163
O -1.448181 -4.382280 1.087966  0.0328
H -0.288135 0.911702 3.489235  0.2425
H 0.462265 0.188237 4.625321  0.1356
O -0.137436 0.036689 3.878020  -0.2497
H -0.808094 1.343981 -3.922538  0.0558
H -0.081563 -0.016706 -4.251421  -0.0012
O 0.027598 0.946451 -4.285676  -0.0019
H 4.195105 1.250229 -1.297834  0.0474
H 2.812844 1.430041 -1.968816  0.0335
O 3.279604 1.418289 -1.050164  -0.1390
H 1.102952 2.675684 0.844498  0.0796
H -0.157158 3.251439 1.339662  0.1628
O 0.180278 2.367859 1.143180  0.0574

Atomic forces in eV per Å
0.102 -1.855 0.104
-2.701 2.110 1.105
0.314 1.137 -1.573
0.349 -0.689 -2.518
2.244 0.370 -0.219
-0.255 -2.360 -0.544
-0.006 -0.298 -0.229
-0.189 0.015 -0.153
1.000 0.534 0.353
-0.427 -0.200 -0.349
0.193 -0.408 0.394
-0.139 0.002 0.494
-0.218 -0.015 2.666
-0.835 0.561 0.111
-0.116 -0.078 0.034
-0.191 0.312 0.404
0.569 -0.157 -0.168
0.062 0.028 0.309
-0.456 -0.253 0.646
0.151 0.463 -1.319
-0.149 0.500 0.416
0.320 0.294 0.116
0.218 0.023 -0.286
0.303 -0.122 0.386
0.241 0.387 -0.422
-0.776 -0.585 0.060
0.550 0.288 0.224
0.181 -0.454 -0.186
-1.281 1.081 -0.020
-0.448 -0.258 -0.528
-0.496 0.682 0.026
0.928 -0.456 0.499
-0.678 0.527 0.469
-0.003 0.846 -0.019
0.713 -1.550 -0.560
-0.278 0.626 -0.446
-0.003 0.111 -0.274
0.117 -0.590 0.589
0.503 0.385 0.365
-0.776 -0.415 -0.511
0.109 -0.787 0.065
0.054 0.326 0.404
-0.329 1.053 -0.781
-0.009 -0.392 0.130
-0.042 0.225 0.156
-0.067 0.007 -0.058
-0.020 -0.182 -0.006
-0.164 -0.090 -0.105
-0.079 -0.095 -0.236
0.703 -0.374 0.821
0.519 -0.334 -0.156
-0.179 0.468 0.004
-0.065 -0.241 -0.279
0.083 -0.069 0.247
0.704 -0.129 1.551
-0.154 -0.809 -1.609
-1.299 -0.779 0.150
-0.654 0.051 0.519
2.247 1.611 -0.262

Calculated values
Total energy, Eh: -1375.6529
Multiplicity: 2

=====

# 3
A structure of composition C3H3AgCl9F in a non-equilibrium geometry. Source: OMol25; level of theory: ωB97M-V/def2-TZVPD.

Last column: Mulliken spin population.
Cartesian coordinates (Å):
Ag 5.804440 -0.565850 -19.200500  0.0000
F 4.000560 -1.571400 -18.279140  0.0013
C 1.624450 -3.803970 -19.645070  -0.0065
Cl 0.212260 -3.777110 -20.744580  0.0230
Cl 2.879300 -4.877280 -20.262660  0.0315
Cl 1.086680 -4.337470 -18.043530  0.1031
H 2.085710 -2.817040 -19.608770  -0.0007
C 0.979930 -1.052450 -15.946590  -0.0176
Cl 0.804040 0.370110 -14.874490  0.0456
Cl -0.070840 -0.921910 -17.377910  0.1704
Cl 0.454740 -2.451050 -15.113730  0.3399
H 2.029890 -1.129940 -16.228860  -0.0018
C 4.481000 -3.980870 -15.344990  -0.0107
Cl 3.847900 -3.114510 -13.881610  0.1851
Cl 3.531500 -5.481130 -15.656260  0.0443
Cl 6.101660 -4.420410 -14.855110  0.0943
H 4.589960 -3.351060 -16.227920  -0.0012

Atomic forces in eV per Å
-1.223 -0.668 0.576
0.999 0.492 -0.361
-0.129 0.008 -0.737
0.530 0.110 0.415
-0.153 -0.069 0.150
0.254 0.101 0.013
-0.310 -0.065 0.358
0.230 1.814 -0.265
0.119 -0.559 -0.503
0.355 -0.067 0.452
-0.153 -1.171 0.410
-0.196 -0.102 -0.252
0.084 -0.928 0.679
-0.393 -0.043 -1.015
0.385 1.179 0.031
0.327 -0.145 -0.083
-0.726 0.111 0.133

Calculated values
Total energy, Eh: -4504.2102
Relative energy (zero: lowest compared OMol25 entry of this formula, charge and spin), kcal/mol: 21.1
Multiplicity: 2
Net charge: +1

=====

# 4
A structure of composition C3H3AgCl9F. Source: OMol25; level of theory: ωB97M-V/def2-TZVPD.

Last column: Mulliken spin population.
Cartesian coordinates (Å):
Ag 1.652157 1.735561 -2.522008  0.0001
F 1.034369 0.772057 -0.712776  0.0026
C 1.525264 -0.079617 2.159686  -0.0227
Cl 2.620469 -1.380874 2.587709  0.2307
Cl 2.175738 1.498597 2.383038  0.0148
Cl 0.118161 -0.421031 3.198166  0.4909
H 1.208787 -0.207182 1.123903  0.0052
C 0.173732 -2.110395 -1.357396  0.0002
Cl -1.287557 -1.683965 -2.263118  0.0001
Cl 1.158317 -3.238519 -2.261453  0.0000
Cl -0.276599 -2.773319 0.221518  -0.0005
H 0.727044 -1.190910 -1.191769  -0.0005
C -2.086276 1.719788 -0.365385  -0.0097
Cl -3.620256 0.949990 -0.689373  -0.0003
Cl -1.754134 1.805959 1.384203  0.2269
Cl -2.114529 3.410597 -0.866921  0.0606
H -1.254687 1.193264 -0.828025  0.0018

Atomic forces in eV per Å
-0.153 -0.266 0.503
-0.021 0.126 -0.384
0.054 0.120 -0.818
-0.140 -0.074 0.305
-0.032 0.032 0.177
-0.144 0.110 -0.140
-0.048 0.157 -0.024
-0.159 0.139 -0.077
0.037 0.095 0.008
0.119 -0.083 -0.033
0.068 0.044 0.123
-0.027 -0.025 0.030
-0.247 0.148 -0.108
0.238 -0.102 0.037
0.324 -0.374 0.594
0.147 -0.032 -0.226
-0.018 -0.015 0.031

Calculated values
Total energy, Eh: -4504.2438
Relative energy (zero: lowest compared OMol25 entry of this formula, charge and spin), kcal/mol: 0.0
Multiplicity: 2
Net charge: +1